Here is a 6-piece molecular cluster, C6H22O6 overall from the Open Molecules 2025 dataset. Energies are from the ωB97M-V functional and the def2-TZVPD basis.

```
! RIJCOSX wB97M-V def2-TZVPD def2/J DEFGRID3
* xyz 0 1
C 1.5006 -0.7480 2.3645
C 2.3785 0.4057 1.9185
C 2.4775 0.3785 0.3045
C 0.6277 -2.4863 -1.5500
O 0.1092 -2.0708 -2.8525
C 1.7174 -1.6702 -0.8980
C 1.4077 -0.5174 -0.2887
H 0.5988 -0.8225 1.7082
H 2.0529 -1.7020 2.2203
H 1.2929 -0.5876 3.4263
H 3.4332 0.6387 2.2155
H 1.7257 1.2587 2.1487
H 2.5429 1.4343 0.0404
H 3.3402 -0.1175 -0.1877
H 0.8544 -3.5748 -1.7320
H -0.2686 -2.3660 -0.8988
H 0.8399 -1.6225 -3.2691
H 2.6988 -2.1942 -0.7272
H 0.5141 -0.0135 -0.6349
H -1.2375 -0.1260 1.6847
H -0.5248 0.8822 2.5403
O -1.2725 0.2922 2.5332
H -1.9462 0.2870 -1.6270
H -1.7020 -1.0971 -0.9564
O -2.3001 -0.3609 -0.9878
H -2.4657 2.9255 0.1682
H -1.2098 2.7430 -0.3321
O -2.0096 3.2124 -0.6245
H -3.5705 0.7309 1.5793
H -2.9403 0.3355 0.2262
O -3.2074 1.1207 0.7979
H -1.8920 2.3722 -2.2470
H -2.0697 1.5081 -3.4098
O -1.4955 1.5517 -2.6530
*
```

Calculated values
Gap between HOMO and LUMO = 10.31 eV
HOMO energy = -9.92 eV
SMILES = CCC/C=C/CO.O.O.O.O.O
DFT total energy = -693.1513 Ha